Record 1
C5H8S | ωB97M-V/def2-TZVPD

The geometry in XYZ format:
```
14
Properties=species:S:1:pos:R:3:mulliken_charge:R:1
C 1.637 0.372 -0.078 -0.572
C 0.281 1.129 0.147 -0.651
C -0.669 0.133 -0.464 -0.019
C -1.725 -0.860 -0.097 -0.520
C -0.356 -1.114 0.399 -0.118
S 1.378 -1.474 -0.099 -0.155
H 2.355 0.639 0.722 0.363
H 2.133 0.692 -1.027 0.329
H 0.175 1.446 1.196 0.242
H 0.262 2.046 -0.444 0.299
H -0.454 -0.108 -1.525 0.160
H -2.399 -0.732 0.737 0.219
H -2.268 -1.344 -0.917 0.243
H -0.349 -0.825 1.450 0.180
```

## Properties
* charge: 0
* molar mass: 100.19 g mol⁻¹
* frontier orbital gap: 9.5 eV
* ΔE to the lowest compared entry with this formula, charge and spin: 2.688 eV
* E: -593.38946 a.u.
* LUMO: 1.105 eV
* E_HOMO: -8.38 eV
* SMILES: C1C[C@@H]2C[C@H]2S1


Record 2
C38H48As2GaN3O8PS5 | ωB97M-V/def2-TZVPD

The geometry in XYZ format:
```
106
Properties=species:S:1:pos:R:3:mulliken_charge:R:1
Ga -0.980 -0.555 0.357 1.764
S -1.001 -2.788 1.073 -0.667
C 0.504 -3.528 0.578 0.626
N 1.462 -3.060 -0.154 0.443
C 2.462 -4.009 -0.348 -0.810
C 3.600 -3.839 -1.138 -0.260
C 4.500 -4.882 -1.247 -0.791
C 4.280 -6.097 -0.590 -0.583
C 3.151 -6.286 0.186 -0.626
C 2.252 -5.231 0.300 0.809
S 0.747 -5.162 1.160 -0.291
H 3.757 -2.905 -1.664 0.330
H 5.391 -4.759 -1.851 0.440
H 4.993 -6.904 -0.702 0.397
H 2.966 -7.231 0.681 0.440
C 2.412 -1.308 2.510 -1.264
C 1.351 -0.683 3.423 0.302
C 0.554 -1.742 4.185 -1.570
P 0.311 0.482 2.430 0.573
C -0.950 1.113 3.620 0.781
C -0.381 1.705 4.908 -1.838
C -1.936 2.086 2.958 -1.378
C 1.543 1.817 2.002 1.762
C 2.600 2.066 3.085 -1.669
C 0.896 3.161 1.627 -1.904
H 2.905 -2.138 3.020 0.673
H 3.185 -0.589 2.229 0.142
H 1.969 -1.691 1.595 -0.057
H 1.848 -0.056 4.164 0.744
H 0.032 -2.420 3.519 0.236
H -0.174 -1.296 4.867 0.352
H 1.246 -2.331 4.793 0.499
H -1.495 0.195 3.866 0.395
H 0.108 2.663 4.720 0.318
H 0.335 1.040 5.395 0.420
H -1.199 1.884 5.608 0.463
H -1.495 3.078 2.855 0.298
H -2.830 2.179 3.572 0.603
H -2.250 1.740 1.974 0.111
H 2.031 1.400 1.116 -0.626
H 2.136 2.281 4.049 0.280
H 3.189 2.939 2.798 0.492
H 3.291 1.235 3.209 0.353
H 0.656 3.725 2.532 0.369
H -0.011 3.047 1.047 0.120
H 1.603 3.754 1.043 0.564
C -1.319 -4.039 -2.667 -0.929
O -0.596 -2.808 -2.475 0.261
C 0.432 -2.619 -3.294 -0.551
O 0.770 -3.405 -4.138 -0.614
C 1.096 -1.287 -3.097 0.610
C 1.603 -0.671 -4.161 0.286
As 2.467 1.096 -4.146 0.212
C 1.935 1.738 -5.907 -1.392
C 1.113 1.973 -3.036 0.567
C 0.510 1.345 -2.020 -0.065
As 1.052 -0.428 -1.346 1.464
C 2.948 -0.048 -1.033 -1.846
C -0.609 1.940 -1.268 -0.430
O -0.896 1.555 -0.129 -0.595
O -1.287 2.873 -1.872 -0.308
C -2.353 3.554 -1.170 -0.591
C 0.911 3.445 -3.301 0.152
O 0.538 3.919 -4.336 -0.530
O 1.291 4.155 -2.227 -0.205
C 1.204 5.588 -2.362 -0.918
C 1.360 -1.210 -5.557 0.105
O 0.353 -0.877 -6.115 -0.558
O 2.297 -1.928 -6.164 -0.367
C 3.426 -2.420 -5.422 -0.529
H -2.217 -3.957 -2.066 0.203
H -0.713 -4.881 -2.337 0.274
H -1.570 -4.167 -3.717 0.381
H 2.572 1.258 -6.648 0.472
H 2.094 2.810 -5.944 0.487
H 0.894 1.515 -6.113 0.453
H 3.542 -0.357 -1.886 0.678
H 3.272 -0.602 -0.155 0.392
H 3.077 1.019 -0.872 0.565
H -1.971 4.506 -0.807 0.310
H -2.717 2.961 -0.336 0.085
H -3.141 3.726 -1.894 0.376
H 1.092 5.984 -1.358 0.272
H 0.357 5.862 -2.984 0.395
H 2.118 5.971 -2.810 0.325
H 4.179 -2.676 -6.159 0.392
H 3.137 -3.303 -4.857 0.199
H 3.827 -1.663 -4.747 0.269
S -6.737 2.798 -0.279 -0.303
C -5.547 1.673 -0.219 0.214
S -4.803 1.118 -1.721 -0.068
C -3.632 0.224 -0.811 0.172
N -3.800 0.274 0.459 -0.136
N -4.914 1.022 0.815 0.358
C -5.345 0.849 2.184 0.472
C -4.716 -0.150 2.936 -0.116
C -5.106 -0.396 4.240 -0.582
C -6.128 0.339 4.822 -0.588
C -6.758 1.319 4.076 -0.703
C -6.373 1.585 2.766 -0.689
S -2.341 -0.659 -1.544 -0.628
H -3.940 -0.745 2.486 0.565
H -4.620 -1.187 4.801 0.420
H -6.434 0.145 5.843 0.411
H -7.571 1.890 4.506 0.397
H -6.879 2.355 2.215 0.280
```

## Properties
* charge: +1
* molar mass: 1085.69 g mol⁻¹
* frontier orbital gap: 6.7 eV
* E: -10971.47111 a.u.
* LUMO: -3.547 eV
* E_HOMO: -10.25 eV